Computed, not measured: a 21-piece molecular cluster, C21H84O21 overall at a distorted geometry, with ωB97M-V/def2-TZVPD.

Output
Multiplicity: 1
HOMO: -9.28 eV
Total charge: 0
Frontier orbital gap: 9.4 eV

Each line ends with the Mulliken charge.
Atoms and positions in Å:
C (-0.17541, 0.18039, 0.22078)  0.116
O (-0.73192, 1.31928, 0.88828)  -0.136
H (-1.03598, -0.47139, 0.07009)  -0.381
H (0.20260, 0.47080, -0.75947)  0.173
H (0.55816, -0.26604, 0.89211)  0.059
H (-1.51244, 1.07716, 1.39203)  0.047
C (2.66012, -3.86244, 0.76484)  -0.334
O (3.70917, -4.56596, 1.40620)  -0.636
H (2.86123, -3.96225, -0.30178)  0.356
H (1.71652, -4.37435, 0.95371)  0.281
H (2.56377, -2.80434, 1.00823)  -0.004
H (4.45497, -3.98960, 1.58837)  0.253
C (-4.56392, 0.33011, 2.32621)  -0.940
O (-3.38191, 0.00238, 1.66547)  -0.126
H (-4.35606, 1.07903, 3.09041)  0.294
H (-5.39488, 0.76349, 1.76962)  0.307
H (-4.95609, -0.54639, 2.84201)  0.350
H (-3.58572, -0.77072, 1.13410)  0.217
C (-1.04778, -0.27492, -4.93431)  -0.232
O (-1.94969, 0.80966, -4.82260)  -0.531
H (-1.34765, -1.10509, -4.29479)  -0.019
H (-0.97142, -0.85316, -5.85514)  0.346
H (-0.01578, -0.00911, -4.70533)  0.148
H (-1.82215, 1.46190, -5.51537)  0.262
C (-2.24832, -3.85277, -4.11959)  -0.299
O (-2.85399, -3.24788, -5.21975)  -0.510
H (-1.25062, -4.16117, -4.43194)  0.285
H (-2.34443, -3.29128, -3.19030)  -0.084
H (-2.74977, -4.77035, -3.81184)  0.337
H (-3.76914, -3.50788, -5.34821)  0.292
C (4.25260, -1.46899, -5.55682)  -0.572
O (3.38170, -0.43868, -5.44969)  -0.474
H (3.77006, -2.29215, -6.08377)  0.305
H (5.12300, -1.13648, -6.12247)  0.254
H (4.67254, -1.66669, -4.57058)  0.232
H (2.62599, -0.69798, -4.91745)  0.271
C (-5.28318, 5.74530, -0.30947)  -0.731
O (-4.19999, 4.93435, 0.22369)  -0.476
H (-5.06585, 6.78579, -0.06811)  0.305
H (-5.33638, 5.64257, -1.39331)  0.264
H (-6.20043, 5.33536, 0.11327)  0.247
H (-3.45525, 5.52414, 0.08541)  0.460
C (2.41258, 1.93605, 2.75390)  -0.737
O (3.64082, 1.28468, 2.74676)  -0.546
H (2.60696, 3.00800, 2.71880)  0.380
H (1.91041, 1.67461, 1.82245)  0.292
H (1.69315, 1.85677, 3.56891)  0.336
H (4.20023, 1.73973, 2.11304)  0.308
C (4.96391, -2.80158, 5.19255)  -0.833
O (4.23552, -3.34521, 4.11289)  -0.560
H (5.14856, -1.73283, 5.08412)  0.297
H (4.48417, -3.01613, 6.14750)  0.327
H (5.97188, -3.20977, 5.26658)  0.344
H (3.53352, -2.73348, 3.87923)  0.356
C (-2.79055, -6.47034, -1.34619)  -0.491
O (-1.67330, -6.07624, -0.60563)  -0.528
H (-3.33536, -7.31475, -0.92400)  0.265
H (-3.40258, -5.57324, -1.43968)  0.105
H (-2.49263, -6.85294, -2.32238)  0.226
H (-1.91434, -5.39048, 0.02145)  0.487
C (0.02276, 3.73290, -1.42371)  -0.541
O (-0.56067, 4.07521, -0.20439)  -0.118
H (0.49928, 2.76353, -1.27751)  -0.068
H (-0.75575, 3.42069, -2.11979)  0.252
H (0.72793, 4.35870, -1.97069)  0.425
H (-0.81387, 3.25829, 0.23164)  0.084
C (-1.33107, -3.34514, 1.96993)  -0.330
O (-2.32499, -4.07544, 1.20842)  -0.641
H (-1.07699, -3.87256, 2.88938)  0.303
H (-0.45188, -3.13922, 1.35941)  0.158
H (-1.61618, -2.31610, 2.18871)  0.140
H (-3.09799, -3.55476, 0.97831)  0.308
C (2.68457, -2.22630, -2.33162)  -0.369
O (3.41047, -1.45087, -1.40753)  -0.275
H (2.07446, -3.07727, -2.02876)  0.329
H (2.18215, -1.65399, -3.11145)  -0.203
H (3.45079, -2.78933, -2.86454)  0.365
H (3.59882, -0.56113, -1.71494)  0.157
C (5.76397, -1.82851, 1.55064)  -0.484
O (6.32380, -3.00764, 2.11018)  -0.622
H (5.08735, -1.26570, 2.19369)  0.188
H (6.56973, -1.15458, 1.25968)  0.388
H (5.23242, -2.03387, 0.62146)  0.160
H (5.73890, -3.27980, 2.82111)  0.384
C (1.17128, 5.57658, 2.03731)  -0.229
O (2.30717, 6.36551, 2.31963)  -0.541
H (0.72768, 5.26733, 2.98372)  0.292
H (0.41460, 6.21148, 1.57639)  0.305
H (1.57492, 4.75103, 1.45109)  -0.104
H (1.91503, 6.94757, 2.97462)  0.306
C (-1.87615, 1.14328, 5.56748)  -0.333
O (-2.62093, 0.90123, 6.75881)  -0.540
H (-0.88719, 0.70887, 5.71353)  0.221
H (-2.22300, 0.67255, 4.64758)  0.046
H (-1.86818, 2.16767, 5.19511)  0.288
H (-2.17540, 1.25285, 7.53307)  0.316
C (3.04115, 2.40225, -2.94110)  -0.593
O (4.15189, 1.47938, -3.08838)  -0.513
H (3.01855, 3.00562, -3.84859)  0.423
H (2.03548, 1.98187, -2.93644)  0.127
H (3.17177, 3.22360, -2.23654)  0.308
H (4.16873, 1.21622, -4.01145)  0.275
C (1.41674, -1.70996, 4.22080)  -0.896
O (2.19979, -1.40945, 3.11832)  0.084
H (1.03538, -2.73067, 4.24958)  0.426
H (1.97000, -1.68409, 5.15958)  0.372
H (0.55482, -1.04975, 4.31719)  0.133
H (2.45595, -0.48607, 3.17621)  -0.009
C (-3.55600, 1.81269, -1.72035)  0.095
O (-3.82377, 0.92780, -2.79680)  -0.575
H (-4.51792, 2.08266, -1.28456)  0.229
H (-2.87961, 1.33871, -1.00905)  -0.143
H (-2.90969, 2.66591, -1.92621)  0.009
H (-3.11790, 0.91955, -3.44739)  0.348
C (-3.72609, -1.95012, -0.92406)  -0.322
O (-4.33959, -2.18327, 0.28566)  -0.741
H (-4.33066, -2.46826, -1.66845)  0.488
H (-3.64212, -0.88676, -1.14841)  0.085
H (-2.71291, -2.35187, -0.91182)  0.117
H (-5.18386, -1.72641, 0.29491)  0.294
C (-2.17523, 6.61204, -1.65009)  -0.741
O (-2.06664, 6.35856, -0.26875)  -0.665
H (-2.87544, 7.44005, -1.76053)  0.303
H (-1.14616, 6.77759, -1.96902)  0.326
H (-2.66171, 5.80094, -2.19189)  0.211
H (-1.49197, 5.59170, -0.21141)  0.521

=====

Computed, not measured: one molecule with the formula C21H27N3O, with ωB97M-V/def2-TZVPD.

Output
Multiplicity: 1
HOMO: -8.64 eV
Total charge: 0
Frontier orbital gap: 9.4 eV
SMILES: Cc1ccccc1CN1CCN(CC(=O)NCc2ccccc2)CC1

Each line ends with the Mulliken charge.
Atoms and positions in Å:
C (-4.98439, 1.77906, -1.07766)  -1.255
C (-5.58144, 0.47296, -0.65453)  1.018
C (-6.59748, -0.10874, -1.40003)  -0.703
C (-7.17228, -1.30862, -1.01943)  -0.571
C (-6.73080, -1.94684, 0.12489)  -0.646
C (-5.71563, -1.37869, 0.87437)  -0.547
C (-5.13462, -0.17511, 0.50077)  0.583
C (-4.02970, 0.41808, 1.33369)  -1.268
N (-2.78348, 0.49516, 0.58540)  0.505
C (-1.76436, 1.24887, 1.28960)  -1.067
C (-0.53467, 1.39748, 0.40343)  -0.565
N (-0.01325, 0.08635, 0.06526)  0.124
C (1.21350, 0.15834, -0.69183)  -1.086
C (2.37709, 0.73358, 0.11284)  0.640
O (2.34320, 0.99641, 1.29310)  -0.649
N (3.47734, 0.94179, -0.65132)  -0.134
C (4.73937, 1.38687, -0.09336)  -1.016
C (5.76802, 0.28653, -0.11035)  0.686
C (5.52792, -0.88605, 0.59692)  -0.278
C (6.44977, -1.91620, 0.57711)  -0.544
C (7.62267, -1.78478, -0.14865)  -0.424
C (7.86813, -0.62032, -0.85490)  -0.513
C (6.94233, 0.40926, -0.83900)  -0.498
C (-1.03353, -0.67503, -0.62888)  -0.936
C (-2.26270, -0.81786, 0.26008)  -0.631
H (-5.32113, 2.05309, -2.07446)  0.403
H (-3.89936, 1.71284, -1.06127)  0.141
H (-5.28026, 2.56798, -0.38550)  0.267
H (-6.94576, 0.38827, -2.29491)  0.365
H (-7.96231, -1.74262, -1.61487)  0.385
H (-7.17178, -2.88346, 0.43288)  0.391
H (-5.36754, -1.87848, 1.76792)  0.358
H (-4.30172, 1.43890, 1.62128)  0.448
H (-3.90606, -0.17243, 2.25930)  0.402
H (-2.15971, 2.23940, 1.52878)  0.389
H (-1.46704, 0.75106, 2.22818)  0.354
H (0.23401, 1.94760, 0.94535)  0.427
H (-0.81049, 1.96137, -0.50797)  0.305
H (1.49309, -0.86003, -0.98384)  0.403
H (1.09995, 0.75742, -1.61894)  0.388
H (3.48549, 0.63038, -1.60962)  0.276
H (4.52081, 1.68762, 0.93567)  0.313
H (5.09749, 2.25623, -0.65408)  0.427
H (4.61466, -0.97991, 1.16632)  0.408
H (6.25610, -2.82248, 1.13174)  0.386
H (8.34439, -2.58805, -0.16195)  0.371
H (8.78154, -0.51284, -1.42142)  0.368
H (7.13764, 1.31758, -1.39182)  0.312
H (-0.63876, -1.66739, -0.86241)  0.422
H (-1.33068, -0.18396, -1.57440)  0.326
H (-3.03493, -1.38041, -0.27001)  0.443
H (-1.98039, -1.37406, 1.17172)  0.297

=====

Computed, not measured: a 2-piece molecular cluster, C22H23NO4S2 overall at a distorted geometry, with ωB97M-V/def2-TZVPD.

Output
Multiplicity: 1
HOMO: -8.30 eV
Total charge: 0
Frontier orbital gap: 5.8 eV

Each line ends with the Mulliken charge.
Atoms and positions in Å:
C (-0.41793, 3.44039, -0.74285)  -1.066
N (-1.09311, 2.27558, -1.28011)  0.329
C (-1.98308, 2.66677, -2.35165)  -1.116
C (-0.12046, 1.17749, -1.55999)  -1.356
H (-1.14331, 4.21472, -0.48056)  0.379
H (0.11530, 3.14979, 0.16268)  0.183
H (0.26406, 3.88300, -1.49256)  0.402
H (-2.65906, 3.43882, -1.95356)  0.353
H (-1.46573, 3.13534, -3.20707)  0.376
H (-2.60205, 1.84573, -2.71399)  0.308
H (-0.16974, 0.84622, -2.63955)  0.462
H (0.88625, 1.61117, -1.39960)  0.791
C (-3.02738, -2.65797, -2.63014)  -0.474
C (-1.66860, -2.97232, -2.67819)  -0.714
C (-0.74374, -2.15110, -2.03827)  -0.056
C (-1.18233, -0.99450, -1.34467)  -1.265
C (-0.26816, 0.02976, -0.79569)  1.190
S (2.71518, -0.01528, -0.76225)  1.503
C (3.88382, 0.18390, 0.63022)  0.287
C (3.64578, 1.13266, 1.60807)  -0.378
C (4.72839, 1.61293, 2.35046)  -0.598
C (5.99686, 1.03458, 2.15871)  -0.418
C (6.16648, -0.06449, 1.29408)  -0.485
C (5.09587, -0.48793, 0.50620)  -0.447
O (3.28883, -1.02139, -1.62968)  -0.668
O (2.74681, 1.37889, -1.26212)  -0.683
S (-0.08747, 0.01498, 0.96210)  1.900
C (-1.48532, -0.83661, 1.67908)  -0.312
C (-2.36510, -0.13074, 2.49725)  -0.255
C (-3.47063, -0.78657, 3.03250)  -0.615
C (-3.68410, -2.14216, 2.76281)  -0.457
C (-2.73210, -2.86407, 2.02797)  -0.653
C (-1.60418, -2.22167, 1.52519)  -0.272
O (1.01145, -0.86664, 1.31408)  -0.658
O (-0.12028, 1.36237, 1.49620)  -0.783
C (-2.55969, -0.72160, -1.26505)  -0.025
C (-3.47693, -1.55546, -1.88988)  -1.070
H (-3.74220, -3.32265, -3.10610)  0.408
H (-1.33192, -3.85265, -3.21477)  0.435
H (0.33163, -2.33954, -2.05962)  0.477
H (2.63935, 1.49513, 1.78053)  0.343
H (4.56135, 2.39247, 3.09866)  0.394
H (6.85344, 1.41275, 2.72435)  0.349
H (7.13206, -0.57505, 1.19718)  0.370
H (5.15856, -1.34030, -0.16152)  0.444
H (-2.19140, 0.92241, 2.69170)  0.480
H (-4.16426, -0.22833, 3.66434)  0.387
H (-4.57386, -2.64972, 3.14698)  0.393
H (-2.85852, -3.93767, 1.85252)  0.395
H (-0.83202, -2.76992, 0.99156)  0.444
H (-2.85976, 0.16738, -0.69653)  0.618
H (-4.53704, -1.31889, -1.79945)  0.420

=====

| no. | LUMO energy (eV) |
| --- | --- |
| 1 | 0.10 |
| 2 | 0.78 |
| 3 | -2.49 |